No. 1
Formula: C55H125N5O10
Source: OMol25
Level of theory: the ωB97M-V functional and the def2-TZVPD basis

Results
Electronic energy: -86978.6583 eV
Frontier orbital gap: 8.19 eV
Highest occupied orbital energy: -7.95 eV

CARTESIAN COORDINATES (ANGSTROEM)
C (2.17343, 3.87190, -3.61170)
C (1.23075, 5.02946, -3.79974)
O (-0.15922, 4.64721, -3.63677)
H (2.20929, 3.57132, -2.56356)
H (3.18753, 4.22056, -3.82975)
H (1.94928, 3.02235, -4.25584)
H (1.26005, 5.43346, -4.81359)
H (1.44011, 5.77344, -3.03263)
H (-0.33638, 4.23646, -4.50477)
C (-0.00332, -5.84991, 2.64857)
C (0.19214, -7.10298, 1.79099)
O (-1.07010, -7.42232, 1.24057)
H (-0.42474, -4.99074, 2.12994)
H (0.95913, -5.57940, 3.08810)
H (-0.66549, -6.09226, 3.48024)
H (0.53605, -7.87538, 2.49121)
H (0.95651, -6.98814, 1.01608)
H (-1.00544, -8.20333, 0.68290)
C (-3.70798, 4.28911, -2.78553)
C (-2.93337, 5.14983, -1.77621)
O (-2.27367, 6.17227, -2.47593)
H (-4.59965, 4.76929, -3.20155)
H (-4.11346, 3.36010, -2.36170)
H (-3.13176, 3.96570, -3.65493)
H (-2.29551, 4.36757, -1.34139)
H (-3.68022, 5.63546, -1.14893)
H (-1.68832, 5.72610, -3.10682)
C (4.95592, 2.95372, 0.21094)
C (5.52000, 2.72794, 1.62736)
O (6.67889, 3.54749, 1.67556)
H (5.54285, 2.38752, -0.51269)
H (5.03854, 4.00597, -0.06174)
H (3.88648, 2.75044, 0.12604)
H (5.62607, 1.65507, 1.81122)
H (4.81147, 3.07034, 2.38296)
H (7.45111, 3.08843, 1.33478)
C (-1.44889, 1.63419, -4.54553)
C (-1.29723, 2.18532, -5.97638)
O (-0.24264, 3.11019, -6.12204)
H (-1.83844, 2.43037, -3.91404)
H (-0.54504, 1.23076, -4.08826)
H (-2.22397, 0.86490, -4.58064)
H (-2.25479, 2.70591, -6.05811)
H (-1.25351, 1.37476, -6.70589)
H (0.59282, 2.66710, -6.28992)
C (-5.23324, 0.54140, 2.40356)
C (-5.83469, 1.92121, 2.02579)
C (-6.62103, 2.47040, 3.22425)
C (-5.76912, 2.89122, 4.43151)
C (-4.80531, 3.96218, 3.94470)
C (-3.92897, 3.48331, 2.78900)
N (-4.78173, 2.91032, 1.73096)
O (-4.04306, 2.49200, 0.58500)
C (-3.16605, 4.67860, 2.20170)
C (-2.88022, 2.48858, 3.32935)
C (-6.75407, 1.75752, 0.82327)
H (-4.52925, 0.29710, 1.60615)
H (-5.98914, -0.24511, 2.43179)
H (-4.77565, 0.60622, 3.38478)
H (-7.15018, 3.36230, 2.87869)
H (-7.32206, 1.68330, 3.51095)
H (-5.32254, 2.07461, 5.00285)
H (-6.46865, 3.27719, 5.18029)
H (-4.12286, 4.25163, 4.74811)
H (-5.36181, 4.84931, 3.63447)
H (-2.46239, 4.27164, 1.46741)
H (-3.64744, 5.56617, 1.79610)
H (-2.48521, 5.06026, 2.96967)
H (-2.35770, 2.00280, 2.49816)
H (-2.11163, 3.09784, 3.81319)
H (-3.19968, 1.67967, 3.97800)
H (-6.39504, 1.09088, 0.04433)
H (-6.97237, 2.73992, 0.39586)
H (-7.71546, 1.42530, 1.22440)
H (-3.92490, 3.36030, 0.18392)
C (-6.63264, -0.70745, -4.47974)
C (-5.24743, -0.08456, -4.52362)
C (-4.62608, -0.13664, -3.12222)
C (-4.01562, -1.44536, -2.70530)
C (-3.01865, -1.99068, -3.73676)
C (-3.47088, -1.99249, -5.22876)
N (-4.41929, -0.87104, -5.46654)
O (-4.88082, -0.78969, -6.79190)
C (-2.19640, -1.76859, -6.04702)
C (-4.21581, -3.32558, -5.39275)
C (-5.32773, 1.39483, -4.86321)
H (-6.64537, -1.73638, -4.11261)
H (-7.10388, -0.83148, -5.46065)
H (-7.37186, -0.13064, -3.91618)
H (-3.79823, 0.57989, -2.98041)
H (-5.24227, 0.31681, -2.33788)
H (-4.87199, -2.11376, -2.54499)
H (-3.48804, -1.43258, -1.75001)
H (-2.73610, -2.98153, -3.38093)
H (-2.11056, -1.38912, -3.62363)
H (-2.21191, -2.22453, -7.04548)
H (-1.98758, -0.73160, -6.29971)
H (-1.33932, -2.25283, -5.57701)
H (-3.60575, -4.09692, -4.91959)
H (-5.22784, -3.39481, -4.98993)
H (-4.43272, -3.65061, -6.41721)
H (-5.93412, 2.02058, -4.21158)
H (-5.83517, 1.45917, -5.84028)
H (-4.41750, 1.93487, -5.13615)
H (-4.54635, 0.06085, -7.10313)
C (6.32215, -1.90826, -3.71385)
C (7.22506, -1.81548, -2.45361)
C (7.85431, -0.39357, -2.39735)
C (8.34868, -0.04439, -1.04049)
C (7.28143, -0.18750, -0.00070)
C (6.60605, -1.56627, 0.05988)
N (6.30174, -1.97686, -1.32723)
O (5.67683, -3.23694, -1.31123)
C (7.50717, -2.58588, 0.80572)
C (5.26956, -1.52039, 0.82180)
C (8.30687, -2.91396, -2.52976)
H (6.60670, -1.07645, -4.37072)
H (5.29144, -1.57970, -3.55193)
H (6.39413, -2.87382, -4.20414)
H (8.69765, -0.40841, -3.09487)
H (7.15941, 0.35240, -2.79559)
H (8.89553, 0.89939, -0.97892)
H (9.12925, -0.78494, -0.80680)
H (6.44205, 0.51486, -0.03148)
H (7.72587, 0.04557, 0.97505)
H (7.35126, -3.58328, 0.38717)
H (8.55334, -2.41967, 0.53133)
H (7.33360, -2.58300, 1.87751)
H (4.82905, -2.50911, 0.93484)
H (5.48367, -1.14537, 1.82599)
H (4.53233, -0.88118, 0.33130)
H (9.09190, -2.72258, -3.26166)
H (7.85346, -3.82655, -2.92939)
H (8.64699, -3.18943, -1.53455)
H (4.93653, -3.17321, -1.92807)
C (1.04713, 0.62508, 5.06786)
C (0.56999, -0.75596, 5.52959)
C (1.28608, -1.77946, 4.63633)
C (1.15381, -3.20091, 5.20402)
C (1.85695, -3.19727, 6.57013)
C (1.10436, -2.25094, 7.55132)
N (1.01903, -0.94569, 6.92345)
O (0.39725, 0.00251, 7.79287)
C (-0.12669, -2.99715, 7.98454)
C (2.00136, -2.16422, 8.80190)
C (-0.94162, -0.86249, 5.30825)
H (0.67642, 1.43083, 5.70524)
H (0.72712, 0.80983, 4.04247)
H (2.13165, 0.69362, 5.17851)
H (0.86851, -1.82166, 3.62890)
H (2.36711, -1.63992, 4.57184)
H (1.69926, -3.93305, 4.60485)
H (0.11645, -3.53146, 5.27393)
H (2.85928, -2.80198, 6.38830)
H (1.88152, -4.20336, 6.98252)
H (-0.65168, -2.48662, 8.80629)
H (-0.95260, -3.07066, 7.27261)
H (0.15121, -3.95380, 8.42095)
H (1.51551, -1.51760, 9.54427)
H (2.13083, -3.07695, 9.37956)
H (2.92671, -1.64544, 8.54220)
H (-1.41144, -1.71960, 5.79447)
H (-1.17119, -0.92652, 4.24311)
H (-1.48069, -0.00922, 5.72595)
H (1.16206, 0.53320, 8.03991)
C (-0.80148, -2.20442, -0.61764)
C (0.68410, -1.83069, -0.34371)
C (1.52156, -1.84690, -1.62714)
C (1.18474, -0.71507, -2.56147)
C (1.39392, 0.64354, -1.87682)
C (0.54340, 0.77417, -0.60593)
N (0.66686, -0.47104, 0.19344)
O (-0.00525, -0.40260, 1.41355)
C (1.16547, 1.86336, 0.24196)
C (-0.91453, 1.17858, -0.89759)
C (1.29141, -2.80111, 0.61834)
H (-1.47264, -1.78069, 0.12497)
H (-1.08826, -3.26301, -0.70147)
H (-1.09920, -1.94961, -1.64088)
H (2.58656, -1.70895, -1.41944)
H (1.36026, -2.77827, -2.17630)
H (0.17208, -0.70920, -2.98286)
H (1.80047, -0.80273, -3.46427)
H (1.18916, 1.27357, -2.74490)
H (2.45752, 0.79340, -1.67035)
H (0.52445, 2.13003, 1.09627)
H (2.13822, 1.69289, 0.69698)
H (1.11244, 2.86029, -0.21392)
H (-1.40116, 1.45785, 0.04322)
H (-0.92555, 2.12820, -1.43851)
H (-1.54990, 0.40205, -1.31997)
H (0.72898, -2.79407, 1.55734)
H (2.34862, -2.69771, 0.87948)
H (1.23748, -3.85119, 0.31407)
H (0.66672, -0.36356, 2.10527)

=====

No. 2
Formula: C55H136N8O16
Source: OMol25
Level of theory: the ωB97M-V functional and the def2-TZVPD basis

Results
Electronic energy: -103910.7666 eV
Frontier orbital gap (alpha / beta): 1.20 / 8.01 eV
Multiplicity: 2
Highest occupied orbital energy (alpha / beta): 0.63 / -6.19 eV
Net charge: -1

CARTESIAN COORDINATES (ANGSTROEM)
C (9.11935, 31.38573, -0.98152)
C (10.60825, 31.34375, -0.96045)
C (11.21001, 30.46738, 0.20747)
O (11.01066, 31.20642, 1.45587)
C (10.98617, 30.39079, 2.62622)
N (11.17613, 30.91300, -2.22952)
H (8.69997, 30.39281, -1.14383)
H (8.62932, 32.10353, -1.63934)
H (8.85093, 31.61292, 0.05020)
H (10.97119, 32.36287, -0.82709)
H (12.26726, 30.32125, -0.01385)
H (10.70106, 29.50352, 0.21428)
H (10.21505, 29.63473, 2.47846)
H (10.61917, 31.00764, 3.44654)
H (11.94984, 29.97729, 2.92365)
H (10.87736, 29.96514, -2.40953)
H (12.17435, 30.76039, -2.21061)
C (6.91842, 28.92132, -5.42792)
C (8.31463, 28.80909, -6.06284)
C (8.36074, 27.80564, -7.25646)
O (7.87441, 26.47491, -6.77855)
C (8.16038, 25.53536, -7.79901)
N (8.75344, 30.04680, -6.53433)
H (6.90927, 29.66120, -4.62755)
H (6.60529, 27.91630, -5.14512)
H (6.18880, 29.32431, -6.13032)
H (8.95463, 28.47242, -5.24727)
H (9.37644, 27.67622, -7.63023)
H (7.82029, 28.12163, -8.14873)
H (7.50472, 24.67633, -7.65661)
H (9.18069, 25.15220, -7.78277)
H (7.87667, 25.94629, -8.76790)
H (9.64567, 29.88527, -6.97924)
H (8.96568, 30.67671, -5.77390)
C (11.29601, 26.53539, -1.29856)
C (11.30453, 27.43950, -2.54978)
C (11.67969, 26.64068, -3.87505)
O (11.61787, 27.54092, -5.02515)
C (12.21158, 27.06983, -6.26245)
N (10.10466, 28.23398, -2.76501)
H (10.74276, 25.60803, -1.44695)
H (10.77866, 27.11193, -0.53172)
H (12.26907, 26.23925, -0.90671)
H (12.12307, 28.14788, -2.42207)
H (10.94225, 25.88932, -4.15744)
H (12.71995, 26.32145, -3.81150)
H (13.17824, 26.57504, -6.16846)
H (12.36364, 27.89076, -6.96321)
H (11.50277, 26.42314, -6.77965)
H (9.34916, 27.57074, -2.66793)
H (9.98673, 28.66094, -3.67269)
C (12.96966, 37.11096, -1.72870)
C (12.61163, 36.02389, -0.68941)
C (11.13184, 35.81795, -0.45960)
O (10.53434, 36.96405, 0.05607)
C (9.13129, 36.80469, 0.47923)
N (13.21502, 34.79319, -1.21122)
H (12.46752, 38.06580, -1.57303)
H (12.48438, 36.92366, -2.68658)
H (14.03607, 37.31796, -1.63922)
H (13.06396, 36.29542, 0.26440)
H (10.94527, 34.92789, 0.14128)
H (10.61414, 35.65350, -1.40462)
H (8.51494, 36.27110, -0.24430)
H (8.75489, 37.82233, 0.58325)
H (9.21926, 36.36013, 1.47056)
H (13.45717, 34.21177, -0.42166)
H (12.52467, 34.24894, -1.70854)
C (10.40628, 36.43773, -7.23399)
C (8.94567, 36.79787, -7.52885)
C (8.79220, 37.35631, -8.94315)
O (7.42842, 37.55189, -9.33478)
C (7.12068, 38.42761, -10.43614)
N (8.27352, 35.49690, -7.56241)
H (11.00934, 37.34370, -7.29429)
H (10.74965, 35.67535, -7.93325)
H (10.52647, 36.07740, -6.21232)
H (8.51477, 37.51465, -6.82981)
H (9.29313, 36.74764, -9.69594)
H (9.22829, 38.35518, -8.92919)
H (7.52319, 39.41537, -10.21163)
H (6.03331, 38.44408, -10.51013)
H (7.46842, 38.04538, -11.39586)
H (8.84092, 34.81064, -8.03906)
H (7.60794, 35.66934, -8.30226)
C (9.94773, 32.89728, -4.87505)
C (10.44408, 33.82637, -3.72836)
O (11.72025, 33.39995, -3.25895)
O (9.50291, 31.68791, -4.31309)
H (10.85085, 32.79703, -5.47706)
H (9.23885, 33.29200, -5.60291)
H (9.68352, 33.81162, -2.94770)
H (10.58034, 34.88920, -3.92811)
H (11.62487, 32.53073, -2.86276)
H (10.00575, 31.45880, -3.52807)
C (14.29807, 34.63135, -7.02088)
C (13.34236, 34.23441, -5.89349)
O (13.88900, 34.31507, -4.62802)
O (15.40389, 33.75186, -6.80746)
H (14.60232, 35.66673, -6.86760)
H (13.94553, 34.46226, -8.03834)
H (13.01317, 33.20023, -5.99450)
H (12.45917, 34.87295, -5.91174)
H (13.22874, 34.25273, -3.93394)
H (15.79387, 33.85358, -5.93616)
C (7.97478, 31.21347, -9.54549)
C (8.09772, 32.71046, -9.01834)
O (9.14627, 33.27031, -9.77443)
O (6.95184, 30.51332, -8.80999)
H (8.93690, 30.73531, -9.36161)
H (7.77988, 31.10622, -10.61255)
H (8.20232, 32.76936, -7.93497)
H (7.10306, 33.02908, -9.33013)
H (8.76755, 33.32534, -10.65486)
H (7.30053, 30.57356, -7.91760)
C (11.77840, 31.40816, -7.81459)
C (13.23721, 31.34557, -8.37725)
O (13.14019, 31.29757, -9.81625)
O (11.22403, 32.70854, -7.93589)
H (11.92082, 31.11491, -6.77449)
H (11.16682, 30.64425, -8.29470)
H (13.83469, 30.49168, -8.05788)
H (13.72417, 32.29950, -8.17486)
H (14.02514, 31.16991, -10.16578)
H (10.80752, 32.80540, -8.79538)
C (11.53436, 41.86300, -5.31553)
C (10.36904, 40.86489, -5.04821)
C (11.00274, 39.42181, -4.89758)
C (10.15286, 38.40646, -4.05746)
C (9.57998, 39.10493, -2.81804)
C (8.76415, 40.43167, -3.05841)
N (9.64576, 41.33207, -3.85288)
O (9.16722, 42.59925, -3.98691)
C (7.38321, 40.15604, -3.62975)
C (8.53909, 41.10161, -1.70851)
C (9.44674, 40.85877, -6.30140)
H (12.33669, 41.76494, -4.58426)
H (11.25143, 42.90742, -5.44690)
H (12.08539, 41.64833, -6.23116)
H (11.23245, 38.93116, -5.84341)
H (11.94569, 39.51313, -4.35851)
H (10.72397, 37.51412, -3.80123)
H (9.35228, 38.02964, -4.69399)
H (10.37587, 39.31346, -2.10308)
H (8.86319, 38.45591, -2.31497)
H (7.47981, 39.91772, -4.68899)
H (6.90531, 39.32394, -3.11272)
H (6.72902, 41.02648, -3.67942)
H (7.89743, 41.97179, -1.84689)
H (8.10292, 40.44067, -0.95949)
H (9.42712, 41.53417, -1.24766)
H (10.00997, 40.94546, -7.23057)
H (8.64903, 41.59231, -6.41829)
H (8.96896, 39.88975, -6.44568)
H (9.68126, 43.04710, -3.31105)
C (5.86368, 37.37215, -5.39176)
C (5.27949, 36.13641, -4.65374)
C (3.80739, 36.07728, -4.98297)
C (3.18403, 34.72197, -4.79124)
C (3.92626, 33.60482, -5.42765)
C (5.47094, 33.54893, -5.12373)
N (6.01608, 34.93252, -5.18277)
O (7.42035, 35.05586, -4.96619)
C (5.75142, 32.90981, -3.73775)
C (6.09417, 32.65100, -6.16242)
C (5.42882, 36.32724, -3.08306)
H (5.76680, 37.16236, -6.45699)
H (6.87729, 37.57111, -5.04377)
H (5.28073, 38.28632, -5.27971)
H (3.22654, 36.76388, -4.36710)
H (3.73084, 36.29676, -6.04789)
H (2.12660, 34.65989, -5.04835)
H (3.17450, 34.43810, -3.73890)
H (3.64405, 33.66955, -6.47849)
H (3.49190, 32.67281, -5.06599)
H (5.42538, 31.87291, -3.65629)
H (6.83204, 32.96653, -3.60675)
H (5.22441, 33.43576, -2.94166)
H (5.61383, 31.67343, -6.20402)
H (5.95154, 32.99623, -7.18642)
H (7.14679, 32.45838, -5.95505)
H (4.86634, 35.58470, -2.51706)
H (4.89021, 37.25296, -2.88051)
H (6.45099, 36.44514, -2.72339)
H (7.74978, 35.26575, -5.84314)
C (15.18948, 29.25736, 0.25019)
C (15.85983, 29.52531, -1.21042)
C (16.16264, 28.07477, -1.76244)
C (16.60965, 28.00609, -3.25658)
C (15.60376, 28.59406, -4.16682)
C (14.93491, 30.00391, -3.64640)
N (14.86898, 30.15825, -2.14022)
O (14.46021, 31.44538, -1.71358)
C (15.84922, 31.09039, -4.21850)
C (13.50301, 30.21875, -4.31742)
C (17.18449, 30.31924, -0.97335)
H (14.83527, 30.20254, 0.66160)
H (15.79275, 28.63653, 0.91257)
H (14.23061, 28.78143, 0.04487)
H (16.87065, 27.54569, -1.12457)
H (15.30027, 27.42026, -1.63582)
H (16.76089, 26.94732, -3.46693)
H (17.48718, 28.64337, -3.36559)
H (14.77944, 27.88284, -4.21941)
H (16.06607, 28.60589, -5.15385)
H (15.56430, 32.12693, -4.03823)
H (16.83610, 30.89710, -3.79804)
H (15.93012, 30.87293, -5.28352)
H (13.13448, 31.22888, -4.13878)
H (13.56175, 30.01053, -5.38573)
H (12.69723, 29.58785, -3.94217)
H (16.86638, 31.26476, -0.53415)
H (17.71804, 30.59265, -1.88365)
H (17.87671, 29.92509, -0.22932)
H (15.22773, 31.96973, -1.95352)